Density functional theory data (the ωB97M-V functional and the def2-TZVPD basis) for 14 unconnected molecules or ions with the total composition C39H107Cl10N17O14P4 in a non-equilibrium geometry.

XYZ file:
```
191
Properties=species:S:1:pos:R:3:forces:R:3:lowdin_charge:R:1
O -20.391940 21.645870 -15.385320 0.3672 0.1607 0.5345 -0.28
P -19.368780 20.934990 -16.164960 0.2108 -2.7086 -1.0699 0.55
N -19.767380 20.759790 -17.817800 2.2054 2.3538 1.2213 -0.31
C -20.839960 19.978880 -18.357280 0.4372 0.0606 -0.1270 -0.12
C -19.601060 22.051520 -18.555270 -0.6016 -0.5661 0.0551 -0.12
N -19.112570 19.330320 -15.592430 -0.7210 -0.2415 -0.0467 -0.30
C -18.021590 18.501290 -16.125230 -0.1477 0.6998 -0.6295 -0.13
C -19.601990 18.931810 -14.241560 0.4772 0.8074 -1.1518 -0.09
N -17.817970 21.555040 -16.147120 -1.0234 0.1720 0.5499 -0.33
C -17.532640 22.382350 -15.032950 0.1607 1.3330 1.3654 -0.14
C -16.772980 21.517690 -17.117130 -0.8430 -0.1589 -0.9976 -0.10
H -20.425990 19.563230 -19.275950 -0.3756 -0.8284 -0.0133 0.08
H -21.644080 20.631900 -18.696470 -0.4376 -0.0567 0.3902 0.07
H -21.161090 19.262680 -17.600950 -0.1241 -0.2235 -0.4528 0.09
H -20.606510 22.414340 -18.768660 -0.0278 0.2437 -0.1736 0.08
H -19.069990 21.920920 -19.498140 -0.0122 -0.2110 -0.1334 0.08
H -19.095010 22.853190 -18.017380 0.0427 -0.3376 0.3519 0.08
H -18.064100 18.508160 -17.214380 -0.0337 -0.0380 -0.1318 0.07
H -17.025690 18.866200 -15.874000 0.1342 0.2417 0.3163 0.06
H -18.032170 17.454160 -15.822730 -0.5680 0.1022 0.2388 0.08
H -19.760150 19.875990 -13.720400 -0.1675 -0.4116 0.5369 0.06
H -20.522870 18.349990 -14.281270 -0.0682 0.0323 -0.0250 0.07
H -18.815680 18.320450 -13.798770 -0.1070 0.1927 0.3561 0.07
H -18.143820 22.209030 -14.147220 -0.3195 -0.1452 -0.2622 0.08
H -16.511760 22.306810 -14.658530 0.2513 -0.3280 -0.3260 0.09
H -17.680310 23.419340 -15.334510 0.0480 0.4229 0.3032 0.09
H -16.180260 20.616730 -16.958850 0.3415 0.1347 -0.5676 0.08
H -16.162880 22.420830 -17.102310 0.0962 -0.0155 0.3592 0.09
H -17.309000 21.573480 -18.064580 0.7994 -0.6912 -0.4728 0.06
O -21.744190 26.874960 -30.078480 -0.0419 0.0100 1.2813 -0.29
P -21.645120 27.435490 -28.701570 -1.7928 0.7397 0.7387 0.63
N -21.942100 26.287040 -27.427250 2.2132 2.3850 0.5439 -0.30
C -21.987800 26.600040 -25.987400 0.4006 -0.0904 -0.4338 -0.10
C -22.644340 25.134790 -27.741020 -1.4254 -2.4447 -1.6509 -0.19
N -22.876070 28.646880 -28.475530 1.5752 -2.4541 -1.3619 -0.32
C -23.943950 28.736760 -29.424840 -1.1495 -1.1715 -0.3928 -0.13
C -22.877390 29.583290 -27.447510 0.5577 1.5812 0.8758 -0.17
N -20.214800 28.266360 -28.366580 -1.4602 -0.5057 0.3875 -0.32
C -19.101530 27.606110 -27.673450 -0.5890 0.4692 -0.2415 -0.09
C -19.847520 29.158230 -29.451370 0.7198 0.2897 -0.1245 -0.13
H -21.720340 25.712330 -25.414220 -0.2110 -0.3862 -0.2083 0.08
H -22.992720 26.894630 -25.684980 0.0033 0.3410 0.1598 0.08
H -21.213280 27.288730 -25.649870 -0.3261 0.5391 -0.3958 0.06
H -23.724790 25.205380 -27.866480 -0.4911 0.8253 -0.2807 0.08
H -22.658340 24.323100 -27.013670 1.0557 0.1334 0.4637 0.08
H -22.267250 24.733970 -28.681890 -0.1031 -0.1941 -0.0168 0.08
H -24.698730 29.488300 -29.193320 0.8026 0.9479 -0.1540 0.08
H -23.593660 28.705510 -30.456540 -0.1183 0.5148 0.0078 0.08
H -24.631460 27.895640 -29.335630 0.1566 -0.7877 -0.0991 0.07
H -22.664110 30.558080 -27.886150 -0.0006 0.6014 0.2078 0.08
H -23.841760 29.675640 -26.947940 -0.0802 -0.2177 0.2761 0.08
H -22.080370 29.406860 -26.725200 -0.1726 -0.1285 0.0949 0.07
H -19.296620 27.820300 -26.622660 0.7124 -0.5070 0.1741 0.07
H -19.039060 26.542790 -27.904860 -0.0602 -0.0658 0.2602 0.08
H -18.172430 28.065510 -28.010830 -0.0165 0.0564 0.2339 0.08
H -19.130120 29.906310 -29.114000 0.3968 -0.2830 0.2832 0.08
H -20.632560 29.814800 -29.826520 -0.5283 -0.7018 -0.0697 0.08
H -19.401230 28.531440 -30.223420 -0.0324 0.5025 -0.5543 0.09
O -32.021530 24.513280 -23.608020 -0.2316 0.8043 -0.3363 -0.29
P -30.915100 24.731870 -24.554400 0.9876 0.2597 -1.1840 0.60
N -29.374970 24.477560 -23.862390 -0.7559 0.4074 -0.4081 -0.30
C -28.915060 25.386560 -22.818670 0.9270 1.5830 -0.9566 -0.13
C -28.856600 23.139960 -23.636890 -0.1227 0.1212 0.5266 -0.13
N -30.812290 26.325640 -25.251660 1.6904 -0.5947 0.6488 -0.31
C -31.797950 27.290670 -24.873240 -1.0115 0.4627 -0.0232 -0.16
C -29.995600 26.714680 -26.462980 -0.5362 -1.4973 1.5354 -0.08
N -31.055780 23.631410 -25.874350 -1.6601 0.2120 0.8602 -0.30
C -32.319970 23.620810 -26.646720 -0.9229 1.5884 1.6412 -0.10
C -30.002310 23.204550 -26.684560 1.2947 -1.0564 -1.4273 -0.17
H -29.476830 25.533340 -21.896190 -0.3244 -0.7592 -0.0039 0.09
H -28.769590 26.392540 -23.212300 -0.5677 0.2583 -0.3302 0.07
H -27.864960 25.179110 -22.612830 -0.0941 -0.6115 0.3798 0.08
H -27.858830 23.058300 -24.068020 -0.1957 -0.4569 -0.7436 0.08
H -29.618040 22.417610 -23.931030 0.5685 -0.3492 -0.1766 0.08
H -28.625130 23.018440 -22.578710 -0.5504 -0.2036 0.2528 0.08
H -32.725930 26.961100 -25.340500 -0.6597 0.4626 0.5759 0.08
H -31.871020 27.475620 -23.801530 -0.3173 -0.6857 0.1268 0.08
H -31.617420 28.305550 -25.227540 0.5253 -0.1564 -0.5594 0.08
H -29.051230 26.171500 -26.428280 -0.2023 -0.4975 -0.3495 0.06
H -30.639760 26.452410 -27.302260 0.6190 0.3188 -0.5914 0.07
H -29.640810 27.745320 -26.464430 -0.7585 0.2196 0.2217 0.08
H -33.155180 23.699140 -25.950740 -0.0405 -0.1813 0.1991 0.07
H -32.405340 24.550070 -27.210010 0.1070 0.0352 -0.5909 0.07
H -32.552200 22.777600 -27.297230 0.8228 -0.2106 0.2360 0.08
H -30.370470 22.727900 -27.593060 -0.4734 0.2820 -0.1782 0.08
H -29.522060 22.322930 -26.260040 1.0791 0.5423 0.3277 0.08
H -29.401240 24.028450 -27.069270 0.8074 -0.2957 0.3257 0.07
O -23.423850 16.409090 -7.210730 -0.8280 -0.1895 0.4538 -0.29
P -23.709100 15.243950 -6.345670 -0.6121 -2.5381 -0.4536 0.66
N -24.389320 15.535980 -4.805760 3.2133 -2.1861 -0.8504 -0.34
C -25.199990 16.617220 -4.569050 -2.2264 2.2420 -1.4229 -0.16
C -23.974480 14.765860 -3.662400 0.7211 -0.0071 0.2119 -0.11
N -22.250770 14.356310 -6.057690 -1.4651 -0.5608 0.9642 -0.32
C -21.046070 15.047010 -5.687220 1.1573 0.6426 -0.7718 -0.15
C -21.963870 13.134240 -6.793290 -0.4200 -0.2811 0.3506 -0.12
N -24.837920 14.033290 -7.096310 1.8323 2.8397 -0.6739 -0.32
C -25.609380 13.058440 -6.336900 1.2283 1.5994 0.5820 -0.12
C -25.306870 14.251820 -8.498060 0.6300 -0.7820 1.3140 -0.11
H -25.947180 16.507720 -5.355060 -1.0579 0.7229 0.3290 0.08
H -24.758600 17.591060 -4.780990 0.3839 0.1899 0.2831 0.08
H -25.653180 16.640760 -3.578020 -0.0046 -0.2532 -0.1747 0.09
H -22.886180 14.705730 -3.671570 -0.0744 -0.7631 0.1747 0.06
H -24.490120 13.805550 -3.665170 0.3936 -0.2879 0.3133 0.07
H -24.201400 15.290320 -2.734200 -0.3088 0.0655 -0.1089 0.08
H -20.180060 14.413780 -5.494510 -0.5780 -0.9141 0.8226 0.08
H -20.591670 15.496170 -6.570340 -0.3706 1.1149 -0.2041 0.08
H -21.120050 15.751460 -4.858740 -0.3091 0.1022 -0.2221 0.08
H -22.720150 12.370920 -6.610310 -0.5806 0.3444 -0.7581 0.06
H -21.775480 13.395070 -7.834720 -0.0869 -0.6442 -0.2550 0.09
H -21.122410 12.582400 -6.374340 0.5671 0.6591 0.0531 0.08
H -26.241390 13.625920 -5.653810 -0.5017 -0.4168 0.2294 0.07
H -26.203620 12.417590 -6.988290 0.3103 -0.1055 0.1286 0.08
H -24.825410 12.575510 -5.753590 -0.6361 -0.9570 0.2641 0.06
H -24.681600 14.960840 -9.040670 -0.1657 0.0525 0.2344 0.07
H -26.360250 14.531920 -8.492590 -0.0241 0.2481 -0.2276 0.07
H -25.201700 13.260720 -8.939340 -0.1847 0.0754 -0.5867 0.07
C -20.486680 30.955570 -11.130490 -0.0265 0.5784 -0.7007 0.03
N -20.575320 29.583480 -11.537600 0.8138 -4.0233 -0.8271 -0.44
O -19.724990 29.104690 -12.353830 -2.1489 1.7052 1.8074 0.02
O -21.419740 28.902550 -10.976620 0.3170 0.2657 -0.7000 0.07
H -21.000210 31.493590 -11.927310 0.6075 0.4172 -0.1592 0.11
H -19.399960 31.037090 -11.108440 -0.2777 1.2272 0.3837 0.11
H -21.108970 31.108000 -10.248660 0.7149 -0.1638 0.1851 0.11
C -13.811430 28.540450 -11.944160 0.8819 0.3706 0.7348 0.05
N -13.667740 28.209800 -10.432440 -0.4840 -0.7136 -0.9387 -0.43
O -12.842670 28.837080 -9.778610 -1.1085 -0.5999 -0.7571 0.05
O -14.349790 27.266140 -10.054450 0.6459 0.9196 0.2742 0.05
H -14.156730 29.570450 -12.033450 0.2585 -0.0679 0.1408 0.09
H -14.460030 27.883320 -12.523470 -0.0436 -0.2290 0.8120 0.09
H -12.778330 28.425170 -12.272030 -0.1477 0.3169 -0.2716 0.09
C -24.899600 13.861960 -24.389000 1.0491 0.3659 -0.4361 0.06
N -23.865680 14.902110 -24.019990 -0.7186 0.6336 1.8174 -0.45
O -22.694760 14.598290 -24.024620 0.2039 -0.3731 -0.8765 0.05
O -24.279000 15.913370 -23.484670 -0.2699 0.3284 -0.6150 0.05
H -24.218580 13.013070 -24.328330 -1.0966 -0.6439 -0.0337 0.10
H -25.284130 14.028020 -25.395310 0.3896 0.0660 -0.0360 0.10
H -25.742060 13.977830 -23.707130 0.4546 -0.3671 0.1822 0.10
C -24.958760 21.504630 -10.908610 0.5277 -0.4604 0.6526 0.04
N -25.875800 20.838210 -11.927070 0.4982 -0.8099 0.3023 -0.43
O -26.062830 19.623910 -11.841460 0.4095 1.2481 0.4534 0.04
O -26.317520 21.520580 -12.814240 -0.1296 0.5471 -0.1061 0.07
H -25.076900 21.035910 -9.931660 -0.4577 -0.1038 -0.2272 0.09
H -25.041080 22.587090 -10.810620 -0.6573 -0.2261 -0.5474 0.09
H -23.918290 21.301360 -11.162020 -0.1837 -0.2109 -0.5427 0.10
C -12.766790 11.381750 -15.285550 0.4222 -1.0673 0.0453 0.05
N -11.523840 11.824290 -14.465940 -1.9243 1.4935 -1.9640 -0.45
O -11.442760 11.492930 -13.332120 0.1083 -1.1580 1.6251 0.08
O -10.821560 12.657700 -14.999910 0.3388 -0.2685 -0.3856 0.05
H -13.686000 11.834340 -14.913640 0.5080 0.6040 0.0762 0.09
H -12.945810 10.315780 -15.145040 0.4719 -0.0437 0.2552 0.08
H -12.587710 11.536560 -16.349540 0.0747 0.4404 0.3478 0.09
Cl -22.094970 13.438110 -15.731010 -0.1982 0.1784 0.1730 0.53
C -23.287880 14.180850 -16.826640 -0.9474 -0.2145 -0.5624 -0.67
C -24.588900 14.641970 -16.112680 0.9344 0.4175 -0.2469 -0.63
Cl -25.791750 15.237690 -17.310830 0.2950 -0.2612 0.0248 0.52
H -23.527620 13.429000 -17.578530 -0.0760 -0.0761 0.1606 0.06
H -22.794580 14.982180 -17.376740 -0.1368 0.1793 0.3715 0.07
H -24.355130 15.516210 -15.505090 -0.1131 -0.2636 0.2088 0.06
H -25.070760 13.862250 -15.522820 0.2464 0.0515 -0.1295 0.07
Cl -7.632700 27.138770 -16.024880 0.0111 0.0353 0.3470 0.54
C -7.438440 26.190140 -14.530370 -0.1714 -1.3594 0.7059 -0.66
C -8.030970 24.742250 -14.734190 0.2535 1.9197 -0.8068 -0.62
Cl -9.836730 24.835320 -14.606030 0.7313 -0.3531 0.1436 0.50
H -7.893980 26.691050 -13.676160 -0.3252 0.1079 -0.3426 0.06
H -6.382180 26.131880 -14.267670 0.0907 -0.1038 -0.4375 0.06
H -7.578600 23.971590 -14.110070 -0.4125 0.2446 0.2559 0.07
H -7.805480 24.545030 -15.782210 -0.1875 -0.4856 0.1386 0.04
Cl -16.136870 29.161630 -19.965220 0.0462 -0.4247 -0.1938 0.56
C -15.860040 29.978200 -18.428360 0.6808 2.3960 -0.1403 -0.66
C -14.650350 30.948110 -18.615490 0.5506 -0.5528 0.1738 -0.63
Cl -14.485940 32.253930 -17.331420 -0.3245 -1.0009 -0.5552 0.48
H -15.748370 29.263920 -17.612620 -0.1029 0.2531 -0.1551 0.08
H -16.657370 30.713760 -18.322020 -0.5450 -0.7411 0.5016 0.06
H -14.702730 31.484320 -19.563030 -0.3407 -0.0974 0.1687 0.05
H -13.717510 30.384500 -18.631400 0.0317 0.1612 0.2041 0.06
Cl -17.223010 19.675210 -26.024210 -0.2562 -0.6670 -0.2608 0.53
C -18.181430 19.184310 -24.597750 0.8189 1.3942 1.3930 -0.67
C -17.456420 18.234570 -23.658980 0.2381 0.3936 -0.3409 -0.59
Cl -15.906630 19.011490 -22.990720 -1.0119 -0.8603 -0.7518 0.47
H -19.190230 18.832520 -24.813760 0.2396 0.0216 -0.3690 0.08
H -18.184350 20.134480 -24.063640 -0.7972 -0.0278 0.0356 0.04
H -17.325970 17.319950 -24.237400 0.8633 -0.1836 0.5820 0.07
H -18.040590 18.057880 -22.755860 -0.1110 -0.0746 -0.2779 0.06
Cl -25.389930 28.383290 -16.799900 -1.3260 0.1248 0.1081 0.61
C -23.714520 28.398930 -16.458600 2.7584 0.2100 -0.1858 -0.74
C -22.897540 28.055690 -17.742290 -0.9496 -1.1037 2.0152 -0.71
Cl -23.004890 29.336820 -18.896860 0.1883 0.6703 -0.7532 0.58
H -23.426170 27.748080 -15.633160 -0.4227 -0.6338 -0.2792 0.07
H -23.331350 29.347900 -16.083460 -0.6025 0.4661 -0.2648 0.07
H -23.373580 27.157220 -18.135040 0.3131 0.0318 -0.3309 0.06
H -21.874170 27.830710 -17.441940 0.0505 0.2223 -0.2985 0.07
```
Forces are in eV/Å.

The value obtained for the HOMO-LUMO gap is 0.289 Ha. The calculation puts the strongest force on any atom at 0.081 Eh/bohr. As for the spin multiplicity: 1. The total energy comes out at -9501.158200 a.u. The HOMO energy is -8.1 eV.